# 1
5
Properties=species:S:1:pos:R:3:forces:R:3 method="wB97M-V/def2-TZVPD" s_squared=2.014 fmax_ha_per_bohr=0.16395 orbital_gap_ev="5.89 / 6.16" spin_multiplicity=3 e_lumo_ev="0.340 / -5.009" e_homo_ev="-5.6 / -11.2" e_tot_ha=-5241.22558 relative_energy_kj_mol=233.39
C -1.58589 -1.31238 0.45101 -1.529 -3.786 0.480
N -1.33082 -2.25436 1.04069 2.048 -3.812 3.133
Br -1.81822 0.22744 -0.37298 -0.478 7.605 -3.607
Br 2.69974 1.31899 0.02879 -0.966 0.958 -1.633
H 2.03518 2.02031 -1.14752 0.924 -0.964 1.628

***

# 2
64
Properties=species:S:1:pos:R:3:forces:R:3 method="wB97M-V/def2-TZVPD" fmax_ha_per_bohr=0.07230 orbital_gap_ev="6.86 / 6.86" e_lumo_ev="-7.656 / -7.653" e_homo_ev="-14.5 / -14.5" e_tot_ha=-1740.78811 total_charge=+2
Mo 0.28525 0.62277 0.41923 -1.598 -1.661 -2.917
P 2.58049 -0.32651 -0.12356 -0.100 0.683 -0.227
P -2.37425 0.13344 0.34363 -1.470 0.273 0.002
N 0.09993 1.29106 -1.20839 0.865 -0.415 2.653
H 1.72519 0.82396 1.14378 0.611 0.666 0.035
C 2.68761 -1.84157 -1.09478 -0.070 -0.421 -0.212
H 3.71127 -2.23355 -1.07482 -0.139 0.107 -0.006
H 2.40430 -1.65108 -2.13572 0.017 0.060 0.197
H 2.01246 -2.60864 -0.70147 0.166 0.124 -0.044
C 3.76450 -0.49872 1.25121 -0.288 -0.118 0.196
H 4.77360 -0.68838 0.86229 -0.300 -0.064 0.068
H 3.44910 -1.31529 1.91298 0.205 0.091 -0.119
H 3.77361 0.42775 1.84044 0.070 -0.187 -0.197
C 3.31481 1.00935 -1.14188 -0.073 -0.053 -0.012
H 4.40840 0.90242 -1.16089 -0.289 -0.049 -0.013
H 3.06188 1.98951 -0.71870 0.089 -0.239 -0.066
H 2.92696 0.96428 -2.16821 0.055 -0.014 0.291
C -3.26676 -1.11006 -0.66588 0.735 -0.324 -0.229
H -4.35915 -0.96665 -0.60581 0.519 0.148 0.177
H -3.00097 -2.10757 -0.29018 -0.146 0.167 -0.212
H -2.95135 -1.00319 -1.71224 -0.117 -0.173 0.216
C -3.21170 -0.06514 1.95297 0.353 0.070 0.206
H -4.30332 -0.01094 1.83921 0.328 -0.010 -0.130
H -2.87668 0.72885 2.62841 -0.122 -0.218 -0.007
H -2.94384 -1.04245 2.37156 -0.091 0.157 -0.046
C -3.10800 1.68327 -0.32913 0.365 0.110 0.080
H -4.20652 1.65465 -0.29093 0.345 -0.132 0.090
H -2.79377 1.81600 -1.37167 -0.052 -0.030 0.212
H -2.75202 2.54226 0.25003 -0.116 -0.039 -0.110
C 0.00133 2.00864 -2.38108 0.203 0.274 -0.567
C 0.01813 2.11235 -4.79936 -0.041 -0.058 0.214
C 0.00421 1.34908 -3.63628 0.104 0.070 0.554
C 0.00161 3.42064 -2.30823 0.160 -0.277 0.259
C 0.01323 4.16673 -3.48000 -0.077 -0.136 0.110
C 0.02027 3.51179 -4.72076 -0.025 -0.066 0.205
H 0.03335 1.61572 -5.77009 -0.007 0.179 0.281
H 0.04509 0.25391 -3.63390 -0.114 0.450 -0.213
H 0.04413 3.87432 -1.30684 -0.090 -0.050 -0.630
H 0.02357 5.25708 -3.41499 -0.001 -0.388 -0.135
H 0.03529 4.09671 -5.63854 -0.003 -0.118 0.214
C -0.75751 -3.41942 2.07432 -1.365 0.086 -0.538
O -1.86075 -3.44410 1.51456 2.059 0.181 0.694
C 0.49361 -4.03428 1.47894 -0.330 -0.333 -0.214
H 0.99962 -4.70376 2.18581 -0.142 0.271 0.017
H 1.21056 -3.24928 1.19818 -0.147 -0.080 0.186
H 0.22864 -4.62036 0.60055 0.033 0.104 -0.083
C -0.60350 -2.73391 3.41308 -0.148 -0.025 0.175
H -1.36872 -3.12865 4.08826 0.116 0.009 -0.032
H -0.81179 -1.66092 3.32491 0.062 -0.075 -0.076
H 0.38294 -2.87284 3.86125 -0.115 0.008 -0.081
C 0.51509 2.30396 1.57923 0.847 1.433 0.435
C 0.07404 1.82072 2.95060 -0.122 0.210 -0.798
C 0.83921 0.91375 3.69523 -0.138 -0.324 -0.104
C 0.42789 0.54675 4.97614 -0.131 0.197 -0.012
C -0.71893 1.13122 5.52714 0.179 -0.315 -0.083
C -1.47227 2.05184 4.79560 -0.039 0.206 -0.066
C -1.08024 2.40248 3.50970 0.129 -0.449 -0.073
H 1.52145 2.74634 1.60973 -0.557 0.165 0.070
H -0.19186 3.02035 1.15665 -0.024 0.155 0.191
H 1.75294 0.49715 3.25460 -0.252 0.143 0.330
H 1.00774 -0.17677 5.54738 -0.143 0.220 -0.083
H -1.03100 0.84975 6.53261 0.079 0.113 -0.252
H -2.36261 2.50560 5.23365 0.287 -0.131 -0.083
H -1.62490 3.13220 2.90899 -0.003 -0.157 0.312

***

# 3
64
Properties=species:S:1:pos:R:3:forces:R:3 method="wB97M-V/def2-TZVPD" s_squared=6.029 fmax_ha_per_bohr=0.00826 orbital_gap_ev="7.84 / 6.31" spin_multiplicity=5 e_lumo_ev="-0.014 / -2.097" e_homo_ev="-7.9 / -8.4" e_tot_ha=-16910.79041
Rh -1.01024 0.09445 0.57179 0.232 -0.254 0.250
Br -7.76543 2.11165 1.25226 -0.053 0.049 -0.001
C -6.20924 1.09557 1.01623 -0.090 -0.321 0.025
C -6.29169 -0.34744 1.06133 -0.074 0.352 -0.003
Br -7.96109 -1.16450 1.30138 -0.036 -0.037 0.017
C -5.16953 -1.11323 0.93050 0.309 0.052 -0.042
Br -5.17653 -2.98726 1.00404 -0.025 -0.013 0.003
C -3.88883 -0.50442 0.72264 -0.251 0.005 -0.005
O -2.82332 -1.17576 0.62121 0.043 0.032 0.021
C -3.81403 0.95547 0.63438 -0.078 -0.099 0.000
O -2.68767 1.48678 0.43060 0.048 0.220 -0.031
C -5.01198 1.71962 0.81376 0.220 -0.081 -0.054
Br -4.80836 3.58262 0.75230 -0.024 0.002 -0.001
C -2.20344 0.17677 3.90718 0.110 0.006 -0.027
O -1.01439 0.30214 3.12302 -0.177 0.088 0.078
C 0.17909 0.00581 3.71770 -0.166 -0.022 -0.037
C 0.32393 -0.49147 4.99687 0.035 -0.037 0.026
C 1.60635 -0.76618 5.46741 -0.038 0.019 -0.024
Br 1.80146 -1.41626 7.22959 0.000 -0.021 0.046
C 2.71892 -0.59721 4.67820 0.021 0.001 -0.035
C 2.56387 -0.11996 3.37380 0.186 -0.037 -0.084
C 1.30350 0.22257 2.92080 0.076 0.036 -0.110
O 1.07196 0.77218 1.68292 -0.100 0.011 0.109
C 3.74899 -0.00907 2.50058 -0.124 -0.030 0.126
N 4.94197 0.29098 2.91523 0.094 0.008 -0.173
C 5.74213 0.23748 1.77597 0.094 0.049 0.243
C 7.11057 0.46801 1.64147 0.037 0.010 0.001
C 7.66413 0.33341 0.38470 -0.050 -0.017 -0.029
C 6.88071 -0.02208 -0.72793 0.018 0.015 0.054
C 5.52306 -0.24655 -0.61316 0.009 0.012 0.049
C 4.98019 -0.10550 0.66055 -0.183 -0.052 -0.110
N 3.68497 -0.23698 1.13867 -0.002 0.031 -0.064
H -2.11823 0.76325 4.82183 -0.003 0.012 0.017
H -2.39562 -0.87070 4.14072 -0.025 -0.019 0.019
H -3.00846 0.57631 3.29728 -0.002 -0.015 -0.018
H -0.53288 -0.67531 5.62703 0.011 0.015 0.003
H 3.71172 -0.83179 5.03442 -0.018 -0.004 -0.004
H 1.89849 1.06077 1.26984 -0.044 0.009 -0.057
H 7.70838 0.73914 2.50164 -0.013 -0.003 -0.014
H 8.72387 0.50244 0.24775 -0.001 0.000 -0.007
H 7.35293 -0.11956 -1.69647 0.004 0.000 0.003
H 4.91705 -0.51742 -1.46789 -0.002 0.006 0.010
H 2.92888 -0.68840 0.64507 0.022 -0.028 0.015
C -2.56003 0.18411 -6.69133 0.015 0.001 0.051
C -1.86639 0.03867 -5.36100 -0.029 -0.007 -0.073
C -1.00033 1.01258 -4.89070 0.043 0.040 0.061
C -0.33702 0.88418 -3.67102 -0.019 0.152 -0.088
C 0.57328 1.99343 -3.21078 -0.018 -0.050 -0.016
C -0.56027 -0.26543 -2.91268 0.052 -0.008 0.096
Se 0.38513 -0.47894 -1.25063 0.044 0.076 -0.277
C -1.43199 -1.26493 -3.35406 -0.079 -0.113 -0.009
C -1.68957 -2.51578 -2.55607 0.036 0.009 -0.007
C -2.07200 -1.08833 -4.57519 -0.029 -0.049 0.034
H -2.39261 1.17244 -7.11833 0.001 -0.002 0.014
H -3.63655 0.03482 -6.59329 0.012 0.001 0.011
H -2.19303 -0.55518 -7.40620 0.006 -0.001 0.015
H -0.83499 1.90761 -5.48196 0.004 -0.021 0.014
H 0.54746 2.82322 -3.91678 0.004 -0.024 0.008
H 1.60755 1.65354 -3.12149 -0.015 -0.023 0.003
H 0.27525 2.36634 -2.22937 -0.021 -0.008 -0.004
H -2.04216 -2.29410 -1.54767 -0.028 0.060 -0.007
H -0.77724 -3.10636 -2.44447 0.009 0.018 -0.020
H -2.43664 -3.13305 -3.05365 0.007 -0.010 0.004
H -2.75399 -1.85926 -4.92055 0.017 0.010 0.005